(1)
{"formula": "C23H15ClMnN8O4S3", "method": "wB97M-V/def2-TZVPD", "homo_lumo_gap_ha": [0.1976, 0.1916], "spin_multiplicity": 2, "charge": -2, "lumo_ev": [4.05, 4.05], "homo_ev": [-1.3, -1.2], "e_tot_ha": -4430.40834, "e_above_lowest_ev": 0.658, "species": ["S", "C", "N", "C", "H", "H", "O", "H", "C", "O", "C", "C", "H", "C", "C", "H", "O", "C", "H", "H", "C", "Mn", "C", "C", "C", "H", "C", "N", "C", "N", "H", "C", "Cl", "H", "C", "H", "H", "C", "C", "N", "C", "N", "S", "O", "N", "C", "H", "C", "N", "H", "N", "C", "C", "S", "H"], "xyz": [[-1.126, -3.241, -1.874], [-3.650, -2.515, -1.215], [-0.656, -0.072, -2.978], [4.197, 2.696, -0.802], [0.682, 1.377, 0.068], [-2.101, 2.990, -2.154], [-0.148, -2.659, 1.260], [-0.707, -0.378, 2.679], [-2.836, -3.150, -2.103], [0.715, -3.432, 3.160], [0.457, -0.766, -3.046], [1.827, 2.708, -1.182], [-3.322, 2.826, 0.088], [3.155, 0.065, 2.702], [1.623, -1.450, 2.267], [-2.005, 1.336, 3.892], [2.407, -2.830, 4.844], [-2.742, 2.144, 0.694], [-2.239, 1.663, -3.325], [1.707, -3.144, 4.101], [-2.757, 2.231, 2.068], [-0.700, -1.407, -0.340], [0.646, -2.603, 2.209], [1.654, 1.787, -0.164], [-1.284, 0.358, 2.138], [-3.346, 2.995, 2.561], [4.040, 1.757, 0.207], [-6.203, -2.378, -1.575], [3.003, -1.710, 4.531], [1.598, -0.602, 1.268], [4.899, 1.348, 0.715], [2.762, 1.326, 0.533], [4.330, 1.120, 3.352], [-3.556, 1.987, -2.182], [-2.016, 1.315, 2.811], [0.244, -0.931, -5.021], [5.193, 3.032, -1.063], [-3.380, -3.770, -3.272], [3.096, 3.174, -1.497], [-3.795, -4.267, -4.228], [-1.990, 1.137, 0.080], [-1.083, 0.015, -1.694], [1.326, -1.347, -1.690], [3.848, -1.192, 5.238], [0.969, -0.954, -4.318], [-5.060, -2.446, -1.429], [1.557, -1.769, -4.372], [-1.855, 1.003, -1.350], [-1.247, 0.264, 0.806], [3.229, 3.888, -2.300], [2.548, 0.313, 1.513], [-2.471, 1.971, -2.309], [2.606, -1.082, 3.234], [-3.008, -1.769, 0.213], [0.963, 3.036, -1.747]], "lowdin_spin": [-0.002, -0.003, 0.006, 0.000, -0.001, -0.002, 0.008, 0.000, -0.005, -0.002, -0.014, 0.000, 0.000, 0.000, 0.000, -0.001, 0.000, -0.006, 0.000, 0.000, -0.022, 1.242, -0.001, -0.001, -0.009, -0.001, 0.000, -0.001, 0.000, 0.009, 0.000, 0.000, 0.000, -0.002, -0.019, 0.000, 0.000, -0.001, 0.000, -0.002, -0.037, -0.042, 0.011, 0.000, -0.010, -0.001, 0.000, -0.045, -0.037, 0.000, 0.001, -0.007, 0.000, -0.003, 0.000]}


(2)
{"formula": "C23H15NO8S2", "method": "wB97M-V/def2-TZVPD", "homo_lumo_gap_ha": 0.2938, "lumo_ev": -0.34, "homo_ev": -8.3, "e_tot_ha": -2338.52425, "smiles": "O=C(O)c1cc(C(=O)O)cc(-c2ccc(C[C@H]3SC(=S)N(c4ccc5c(c4)OCO5)C3=O)o2)c1", "e_above_lowest_ev": 0.225, "species": ["H", "C", "H", "O", "C", "C", "O", "C", "O", "C", "C", "H", "C", "O", "S", "C", "C", "H", "H", "O", "C", "C", "O", "C", "C", "C", "C", "H", "H", "H", "H", "O", "C", "H", "C", "H", "C", "C", "N", "H", "C", "C", "C", "O", "S", "H", "H", "C", "H"], "xyz": [[-4.949, -5.551, -1.027], [-5.951, -6.577, 2.887], [-3.539, -3.229, 3.150], [5.918, 5.892, 0.100], [4.156, 3.836, -0.610], [2.274, 3.261, -1.996], [1.702, 5.846, -4.502], [-0.448, -0.865, 1.432], [1.767, 0.903, -0.312], [3.090, 2.987, -0.901], [5.625, 5.800, -1.089], [2.966, -0.230, 2.502], [-5.021, -5.534, 1.131], [6.225, 6.505, -2.087], [-4.119, -0.683, -0.612], [-2.716, -0.999, 0.245], [1.675, 4.710, -4.055], [4.127, 2.025, 1.652], [-5.538, -7.488, 3.269], [0.788, 3.783, -4.514], [2.770, 0.285, 1.566], [-4.650, -5.068, -0.107], [-5.221, -5.443, 3.396], [-3.401, -3.276, 1.010], [-4.659, -4.882, 2.286], [-3.815, -3.950, -0.146], [1.786, -0.053, 0.681], [1.507, 2.538, -2.274], [5.888, 6.284, -2.946], [4.794, 3.669, 0.276], [3.723, 6.128, -3.119], [-0.931, -2.942, 2.523], [-1.318, -2.109, 1.695], [0.290, 4.296, -5.171], [0.927, -1.255, 0.815], [-6.997, -6.548, 3.210], [4.450, 4.947, -1.420], [3.333, 1.515, 1.120], [-2.520, -2.183, 0.982], [-0.369, -0.311, 2.396], [3.582, 5.241, -2.503], [2.763, 1.815, -0.070], [2.527, 4.399, -2.850], [-5.855, -6.576, 1.439], [-1.394, 0.161, 0.234], [1.358, -2.058, 1.412], [-3.491, -3.606, -1.135], [-3.847, -3.756, 2.244], [0.740, -1.655, -0.204]], "mulliken_charge": [0.407, -0.246, 0.411, -0.552, -0.624, -0.813, -0.578, 0.149, -0.280, 0.920, 0.512, 0.463, 1.135, -0.462, -0.232, 0.178, 0.457, 0.425, 0.265, -0.433, -0.787, -1.111, -0.501, -0.249, 0.765, -0.233, 0.584, 0.582, 0.329, 0.427, 0.613, -0.585, -0.151, 0.346, -1.158, 0.243, 0.339, -0.565, 0.352, 0.541, -0.944, 0.277, 0.068, -0.487, -0.091, 0.412, 0.422, -0.853, 0.315]}


(3)
{"formula": "C23H16AsDyO5", "method": "wB97M-V/def2-TZVPD", "homo_lumo_gap_ha": [0.1788, 0.1846], "spin_multiplicity": 6, "charge": 2, "lumo_ev": [-9.39, -9.22], "homo_ev": [-14.3, -14.2], "e_tot_ha": -4382.36415, "species": ["C", "C", "H", "C", "C", "C", "H", "C", "O", "O", "C", "H", "C", "C", "H", "H", "H", "H", "C", "H", "H", "H", "C", "C", "O", "C", "H", "C", "H", "C", "C", "O", "C", "Dy", "H", "C", "H", "As", "H", "C", "H", "C", "C", "C", "C", "O"], "xyz": [[-2.916, -1.361, 4.220], [1.227, 3.092, 3.823], [1.871, 3.089, 2.939], [3.331, -0.281, 2.242], [0.483, 1.943, 4.137], [2.937, -0.283, 4.645], [-1.056, -0.028, -1.806], [-0.240, 2.378, -0.577], [0.960, 0.029, -5.046], [-0.415, -3.573, -0.515], [-2.159, -0.043, 0.270], [-0.982, 3.002, 7.018], [-0.233, -2.436, -0.514], [4.298, -0.569, 4.853], [-3.299, -3.349, 4.971], [5.349, -0.675, 1.607], [2.252, -0.160, 5.488], [6.216, -0.933, 3.931], [0.345, 4.203, 5.803], [4.667, -0.671, 5.876], [-3.958, -1.044, 4.261], [-0.908, -4.053, 4.832], [2.464, -0.143, 3.335], [-0.601, -0.845, 3.744], [-3.280, -0.058, 0.540], [2.125, 0.015, -1.781], [0.297, 5.076, 6.456], [4.676, -0.568, 2.458], [-2.218, 0.567, 3.524], [-1.943, -0.451, 3.799], [-0.365, 3.044, 6.122], [-0.434, 3.515, -0.615], [-0.281, 1.904, 5.310], [0.150, 0.005, -0.286], [-0.790, 0.977, 5.582], [0.453, 0.018, -4.019], [0.838, -2.424, 4.053], [0.624, 0.431, 2.850], [2.958, -0.149, 1.222], [5.163, -0.713, 3.762], [1.748, 5.093, 4.423], [-0.214, -2.142, 4.099], [-2.542, -2.656, 4.593], [-1.198, -3.044, 4.533], [1.154, 4.213, 4.660], [3.101, 0.036, -2.401]], "lowdin_spin": [0.000, 0.000, 0.000, 0.000, -0.003, 0.000, 0.021, -0.013, 0.000, 0.002, -0.013, 0.000, -0.014, 0.000, 0.000, 0.000, 0.000, 0.000, 0.000, 0.000, 0.000, 0.000, 0.000, 0.000, 0.003, -0.013, 0.000, 0.000, 0.000, 0.000, 0.000, 0.002, -0.001, 5.037, 0.000, 0.006, 0.000, -0.012, 0.000, 0.000, 0.000, 0.000, 0.000, 0.000, 0.000, 0.000]}


(4)
{"formula": "C23H16AsN2O3PdS3", "method": "wB97M-V/def2-TZVPD", "homo_lumo_gap_ha": 0.2338, "charge": 1, "lumo_ev": -5.81, "homo_ev": -12.2, "e_tot_ha": -4779.22304, "e_above_lowest_ev": 0.000, "species": ["H", "H", "C", "H", "C", "Pd", "H", "S", "H", "H", "C", "O", "H", "H", "C", "H", "C", "S", "C", "C", "H", "H", "N", "S", "C", "C", "N", "H", "C", "H", "C", "C", "C", "H", "C", "C", "C", "H", "O", "As", "H", "C", "C", "C", "C", "O", "C", "C", "C"], "xyz": [[1.929, 4.909, 3.198], [2.400, 2.444, -1.088], [-0.110, -4.253, 0.133], [2.440, -1.245, 4.084], [-0.409, 2.372, -1.971], [0.498, -0.872, 1.733], [1.787, -0.504, 6.362], [-0.783, 0.992, 1.823], [4.053, -1.834, 2.359], [0.726, -4.903, -0.114], [2.248, -0.197, 4.288], [-0.888, -2.571, 1.979], [1.969, 6.113, 1.054], [2.220, 4.904, -1.073], [2.324, 2.975, -0.148], [1.544, 3.553, 4.997], [4.379, -1.623, 1.349], [0.312, -0.174, -0.412], [2.374, 0.761, 3.295], [1.655, 1.566, 5.805], [5.520, -0.884, -2.276], [6.535, -2.736, -1.003], [-1.892, 4.356, 0.586], [0.190, -3.575, 1.726], [3.822, -0.577, 0.618], [-1.443, 3.467, 0.013], [0.029, 2.349, -3.034], [1.371, 1.887, 6.798], [5.767, -2.128, -0.543], [-1.032, -4.827, 0.197], [2.301, 2.303, 1.064], [5.364, -2.396, 0.759], [-0.541, 1.246, 0.132], [-0.211, -3.443, -0.586], [2.041, 4.356, 2.275], [4.212, -0.301, -0.690], [1.759, 2.513, 4.787], [3.769, 0.511, -1.251], [1.445, -2.710, 1.592], [2.453, 0.462, 1.420], [5.812, -3.210, 1.312], [2.208, 4.358, -0.141], [-0.841, 2.331, -0.609], [2.154, 2.978, 2.292], [2.067, 5.036, 1.061], [0.333, -4.628, 2.668], [1.889, 0.219, 5.565], [5.197, -1.086, -1.264], [2.107, 2.116, 3.508]], "mulliken_charge": [0.428, 0.487, -0.855, 0.425, -0.154, 0.041, 0.456, -0.191, 0.245, 0.344, -0.143, -0.701, 0.417, 0.446, -0.715, 0.417, -0.430, -0.126, 0.710, -0.780, 0.434, 0.402, -0.413, 1.376, 1.140, -0.209, -0.429, 0.421, -0.516, 0.379, 0.838, -0.825, 0.824, 0.214, -0.597, -0.304, -0.609, 0.275, -0.513, 1.120, 0.427, -0.898, 0.729, 0.138, -0.794, -0.546, -0.812, -0.762, 0.188]}


(5)
{"formula": "C23H16BrN6O2S2Sc", "method": "wB97M-V/def2-TZVPD", "homo_lumo_gap_ha": 0.2576, "lumo_ev": -0.94, "homo_ev": -8.0, "e_tot_ha": -5496.37487, "e_above_lowest_ev": 0.000, "species": ["H", "N", "C", "C", "S", "H", "C", "H", "C", "C", "H", "C", "H", "C", "C", "C", "C", "H", "H", "C", "C", "C", "Sc", "S", "C", "Br", "H", "C", "C", "H", "C", "C", "C", "C", "N", "H", "C", "O", "H", "H", "N", "O", "H", "N", "N", "H", "C", "H", "C", "N", "H"], "xyz": [[4.510, 0.279, -1.006], [-4.121, -2.809, -2.543], [6.838, -0.989, 1.104], [-2.439, -1.028, -3.343], [-0.445, -2.320, -1.990], [-0.849, -2.233, 3.669], [4.088, -0.895, 0.727], [-0.653, -3.628, 2.607], [-2.935, -1.928, 1.621], [-4.152, -1.537, 1.082], [7.910, -1.027, 1.251], [-0.430, -1.752, 1.631], [-2.889, -2.684, 2.392], [5.992, -1.635, 1.997], [4.938, -0.250, -0.166], [-1.770, -1.361, 1.136], [-2.967, -0.034, -0.324], [-2.954, 6.057, -0.845], [6.968, 0.202, -0.675], [-1.295, 2.740, -1.761], [4.621, -1.591, 1.811], [-1.842, 4.586, -0.362], [0.228, -0.104, -0.947], [-0.004, 0.203, -3.452], [-4.174, -0.570, 0.097], [0.591, 1.979, 1.687], [-0.951, 4.489, 1.599], [-3.359, -2.031, -2.921], [-1.065, 4.010, 0.640], [0.773, -2.697, 3.097], [6.310, -0.298, 0.023], [-0.276, -2.626, 2.828], [-2.991, 0.157, -3.911], [2.625, -0.836, 0.506], [-0.547, 2.159, -0.804], [-5.095, -0.246, -0.363], [-1.959, 3.933, -1.585], [-2.445, 5.752, -0.084], [-5.071, -1.994, 1.424], [-2.944, 0.721, -1.100], [1.840, -1.480, 1.336], [2.192, -0.140, -0.499], [-1.357, 2.204, -2.700], [-1.793, -0.422, 0.169], [-3.437, 1.155, -4.278], [6.404, -2.177, 2.838], [-0.459, 2.809, 0.355], [-2.557, 4.334, -2.393], [-1.093, -1.088, -3.019], [0.538, -1.266, 0.951], [3.951, -2.092, 2.495]], "mulliken_charge": [0.432, -0.566, -0.341, 0.299, -0.306, 0.372, 0.329, 0.346, -0.913, -0.435, 0.382, 0.623, 0.451, -0.687, -0.387, 0.488, 0.062, 0.309, 0.395, -0.830, -0.222, 1.026, 0.259, -0.432, -1.164, -0.109, 0.465, 0.089, -0.520, 0.358, -0.664, -1.771, 0.110, 0.586, 0.089, 0.433, -0.750, -0.534, 0.419, 0.471, -1.303, -0.798, 0.409, 0.447, -0.590, 0.390, 0.237, 0.371, 0.678, 1.558, 0.441]}


- What is the formula in the second record?
  C23H15NO8S2